1.
Molecular formula: C36H54O31S
Method: DFT, ωB97M-V with the def2-TZVPD basis set

Charge: -2
E_LUMO in eV: 3.5
Kohn-Sham gap in eV: 7.90

Last column: Löwdin charge in e.
Geometry (Å):
S1 37.01500 37.46200 50.97400  0.08
O1 37.14200 36.40500 51.91700  -0.35
O2 36.99500 36.86700 49.65800  -0.36
O3 35.90900 38.30300 51.27800  -0.33
O4 38.30600 38.13200 51.08400  -0.38
C1 33.67800 33.87700 49.13800  0.01
C2 34.55200 33.95800 47.92800  -0.29
C3 35.98200 34.24300 48.11200  -0.15
O5 36.66400 33.11800 47.68500  0.06
C4 35.77700 32.12400 47.34900  -0.61
O6 36.17200 31.02900 47.06200  0.14
O7 34.61000 32.61300 47.40300  0.11
H1 32.73800 33.28600 48.74200  0.14
H2 33.05700 34.84400 49.44200  0.13
H3 34.24900 33.51300 49.91800  0.05
H4 34.21800 34.62600 46.95800  0.20
H5 36.33100 34.36100 49.00000  0.05
H6 36.17400 35.02000 47.36700  0.14
C5 36.48200 32.64000 51.98000  -0.03
C6 36.44800 32.46600 53.42600  -0.24
C7 37.10500 33.68300 54.10900  -0.06
O8 36.14600 34.02200 55.16300  0.08
C8 35.03200 33.36500 54.99100  -0.60
O9 34.03800 33.58700 55.69800  0.10
O10 35.01300 32.62000 53.87500  0.08
H7 36.09500 33.60900 51.63400  0.09
H8 36.03000 31.82400 51.45600  0.10
H9 37.35700 32.61200 51.50900  0.02
H10 36.89300 31.51700 53.84900  0.17
H11 37.16300 34.50200 53.39900  0.09
H12 38.04800 33.37600 54.42000  0.11
C9 35.33200 41.16000 52.87300  -0.02
C10 36.80500 41.15100 52.58500  -0.33
C11 37.30500 41.57900 51.21300  -0.08
O11 38.00600 42.73300 51.61100  0.06
C12 38.18600 42.86700 52.94200  -0.57
O12 38.95700 43.65900 53.42400  0.13
O13 37.39500 42.00300 53.56100  0.10
H13 34.81600 40.77200 51.97900  0.08
H14 35.01800 42.20600 53.08100  0.09
H15 34.98900 40.66500 53.86400  0.12
H16 37.16600 40.11700 52.62600  0.12
H17 36.53100 41.80500 50.54900  0.11
H18 37.95300 40.79400 50.74700  0.12
C13 41.23800 40.04500 52.98300  0.03
C14 41.40700 38.58500 52.52700  -0.29
C15 41.70600 38.53300 50.95400  -0.02
O14 42.73100 37.45900 50.86200  0.03
C16 43.02500 37.14200 52.18100  -0.58
O15 43.92700 36.37300 52.44000  0.12
O16 42.39100 37.81000 53.07800  0.13
H19 40.54900 40.61200 52.33300  0.11
H20 41.99700 40.64800 53.01600  0.02
H21 40.80300 40.10500 53.96200  0.08
H22 40.51300 38.03400 52.62700  0.11
H23 42.29300 39.41100 50.68000  0.13
H24 40.79800 38.30000 50.41800  0.09
C17 38.80200 36.65100 55.14800  0.02
C18 38.10400 37.87200 54.56800  -0.23
C19 36.61100 37.77100 54.64600  -0.12
O17 36.15100 38.62200 55.67400  0.09
C20 37.14700 39.36800 56.08200  -0.66
O18 36.94800 40.24500 56.90900  0.10
O19 38.27300 39.03600 55.55400  0.12
H25 38.68500 35.91600 54.25200  0.10
H26 38.36900 36.46800 56.16300  0.13
H27 39.82200 36.85300 54.93200  0.06
H28 38.32800 38.00900 53.68600  0.02
H29 36.20100 36.65500 54.67100  0.16
H30 36.05400 37.92300 53.64900  0.11
C21 32.86700 38.08600 52.56500  0.01
C22 33.10800 36.82200 51.80200  -0.27
C23 34.11500 35.89500 52.39300  -0.07
O20 33.26600 35.01300 53.10900  0.10
C24 32.02900 35.07700 52.61600  -0.55
O21 31.04800 34.35800 52.96100  0.06
O22 31.84000 36.08600 51.81300  0.11
H31 32.32400 38.14400 53.50800  0.09
H32 32.26200 38.68700 51.84800  0.10
H33 33.78000 38.69300 52.90100  0.09
H34 33.40400 36.97000 50.86100  0.09
H35 34.68200 36.37700 52.82200  -0.03
H36 34.69500 35.23600 51.68500  0.15
C25 39.28500 34.00600 49.43200  0.00
C26 40.32100 34.47200 50.45300  -0.31
C27 39.73400 34.79700 51.84700  -0.01
O23 40.58700 33.92400 52.62300  0.13
C28 41.43400 33.31900 51.90200  -0.66
O24 42.15100 32.38100 52.35400  0.06
O25 41.36000 33.62200 50.68800  0.14
H37 38.87700 32.81500 49.76600  0.18
H38 39.72500 34.06400 48.49500  0.04
H39 38.55400 34.87900 49.49400  0.09
H40 40.88700 35.55400 50.02700  0.21
H41 38.91600 34.53900 52.01200  -0.01
H42 39.97900 35.71100 52.09700  0.08
C29 34.84200 37.62200 46.48400  0.06
C30 34.25100 37.69800 48.01500  -0.25
C31 34.06100 39.15100 48.42200  -0.07
O26 32.67100 39.19400 48.75400  0.10
C32 32.06500 38.07600 48.53100  -0.55
O27 30.94000 37.71400 48.93800  0.10
O28 32.94200 37.21100 47.97900  0.07
H43 34.83200 36.68300 46.16100  0.01
H44 35.77200 38.02200 46.31200  0.04
H45 34.18500 38.16400 45.83900  0.08
H46 34.69000 37.18000 48.65200  0.04
H47 34.60000 39.91500 47.84600  0.13
H48 34.71000 39.18900 49.43600  0.15
C33 39.76800 37.53700 47.68200  -0.01
C34 38.53100 38.35100 47.26100  -0.34
C35 38.12100 39.51700 48.10400  -0.14
O29 38.11800 40.61300 47.25100  0.06
C36 38.77800 40.32300 46.13000  -0.58
O30 39.20100 41.23100 45.41300  0.10
O31 38.91000 39.03600 46.08300  0.10
H49 39.53500 37.36500 48.71900  0.03
H50 40.73400 38.18300 47.54600  0.12
H51 39.91300 36.48900 47.06700  0.14
H52 37.63400 37.78000 47.19400  0.11
H53 38.92500 39.51700 48.98900  0.16
H54 36.96300 39.33800 48.49200  0.17

=====

2.
Molecular formula: C36H55N2O8P
Method: DFT, ωB97M-V with the def2-TZVPD basis set

SMILES string: CCCCCCCCCCc1c(CCOC(C)=O)c2c(c(C[C@H](C)O)c1P(N)O)C(=O)C=C(c1ccncc1)C2=O.CCO.CCO
Charge: 0
E_LUMO in eV: -1.0
Kohn-Sham gap in eV: 7.32

Last column: Löwdin charge in e.
Geometry (Å):
C1 6.75160 0.19104 1.82111  -0.11
C2 5.52917 -0.36753 1.08589  -0.28
C3 5.56172 -1.87363 0.85508  -0.20
C4 4.17055 -2.41943 0.44433  -0.20
C5 4.06772 -2.81420 -1.04012  -0.20
C6 3.47066 -1.71666 -1.92034  -0.21
C7 1.95920 -1.63694 -1.82063  -0.20
C8 1.34146 -0.62867 -2.79281  -0.18
C9 1.72020 0.84744 -2.57289  -0.15
C10 0.67583 1.69810 -1.80914  -0.14
C11 -0.31461 0.92184 -0.96578  -0.14
C12 -1.60978 0.70142 -1.49893  -0.09
C13 -1.96777 1.17792 -2.88969  -0.09
C14 -2.46548 2.63408 -2.92832  -0.11
O1 -2.50454 3.17552 -1.58310  -0.02
C15 -2.10803 4.46073 -1.48899  -0.56
C16 -1.11439 4.72693 -0.40257  0.03
O2 -2.52678 5.31457 -2.20707  0.13
C17 -2.56321 0.05088 -0.70724  -0.02
C18 -2.23703 -0.44320 0.56357  -0.03
C19 -0.94186 -0.26372 1.07515  -0.13
C20 -0.61350 -0.86678 2.43256  -0.12
C21 -0.18364 -2.33571 2.28875  -0.41
C22 -0.51634 -3.17965 3.53292  -0.03
O3 1.18263 -2.40787 1.90919  -0.07
C23 0.01975 0.46500 0.32513  -0.19
P1 1.62281 0.75762 1.23706  0.90
N1 1.08969 1.97341 2.32832  -0.15
O4 2.55334 1.71929 0.28596  -0.30
C24 -3.32779 -1.12366 1.31850  -0.32
O5 -3.16475 -2.08749 2.02113  0.12
C25 -4.66808 -0.52992 1.13076  0.09
C26 -4.99562 -0.03153 -0.05997  -0.06
C27 -6.30857 0.62214 -0.33522  -0.14
C28 -7.18272 0.92104 0.71289  -0.01
C29 -8.38001 1.56742 0.43000  -0.14
N2 -8.77207 1.94430 -0.78781  0.06
C30 -7.93658 1.64336 -1.77685  -0.13
C31 -6.70993 0.99881 -1.61812  0.00
C32 -3.97640 -0.15963 -1.14924  -0.26
O6 -4.30124 -0.45161 -2.26988  0.12
H1 6.94726 1.20678 1.48256  0.06
H2 6.57645 0.24351 2.89226  0.07
H3 7.65369 -0.38560 1.63230  0.07
H4 5.46885 0.11694 0.10600  0.10
H5 4.63023 -0.07272 1.62346  0.08
H6 5.85211 -2.37052 1.77910  0.11
H7 6.28220 -2.12069 0.08011  0.10
H8 3.39026 -1.70576 0.70285  0.06
H9 3.97581 -3.30639 1.04596  0.10
H10 3.50824 -3.74413 -1.14204  0.11
H11 5.07544 -3.01309 -1.40492  0.10
H12 3.95851 -0.78229 -1.62873  0.10
H13 3.76218 -1.89098 -2.95642  0.12
H14 1.57667 -2.61314 -2.12871  0.12
H15 1.62481 -1.49277 -0.79182  0.09
H16 0.26524 -0.77028 -2.86683  0.10
H17 1.74438 -0.90992 -3.76842  0.11
H18 1.82477 1.28766 -3.56241  0.09
H19 2.71084 0.88256 -2.13667  0.08
H20 1.15692 2.41946 -1.15826  0.09
H21 0.17351 2.29688 -2.55599  0.09
H22 -2.67857 0.51733 -3.35961  0.10
H23 -1.06718 1.11887 -3.48964  0.10
H24 -3.45521 2.73329 -3.36158  0.13
H25 -1.76902 3.23596 -3.50543  0.12
H26 -0.10887 4.51582 -0.75117  0.08
H27 -1.35706 4.12074 0.46698  0.09
H28 -1.18452 5.77642 -0.14430  0.09
H29 -1.49547 -0.87751 3.05896  0.11
H30 0.14588 -0.29371 2.94849  0.08
H31 -0.77778 -2.72911 1.46140  0.13
H32 0.31957 -3.84660 3.72289  0.08
H33 -1.38469 -3.79032 3.31309  0.08
H34 -0.70615 -2.53859 4.38410  0.07
H35 1.38363 -3.31576 1.66713  0.09
H36 1.42176 2.89652 2.07748  0.04
H37 1.40009 1.72057 3.25535  0.02
H38 3.26598 1.20092 -0.10124  0.02
H39 -5.33306 -0.53743 1.97847  0.12
H40 -6.96553 0.68459 1.74057  0.10
H41 -9.04247 1.80611 1.25173  0.10
H42 -8.23213 1.94407 -2.77345  0.10
H43 -6.09344 0.80635 -2.47513  0.10
C33 3.35805 3.08661 -6.17295  -0.09
C34 4.58520 2.86484 -5.30788  -0.32
O7 4.75562 1.49020 -4.97201  -0.09
H44 2.46389 2.72751 -5.66163  0.06
H45 3.22723 4.14414 -6.40637  0.07
H46 3.44262 2.53494 -7.11216  0.07
H47 4.48987 3.40152 -4.36519  0.11
H48 5.48273 3.22946 -5.81841  0.11
H49 4.85556 0.99609 -5.79114  0.08
C35 -3.00867 -3.85936 7.74210  -0.09
C36 -2.29550 -4.05947 6.41733  -0.33
O8 -0.89059 -3.84213 6.53295  -0.09
H50 -2.83141 -2.85178 8.11933  0.08
H51 -4.08391 -4.01002 7.63558  0.07
H52 -2.63570 -4.56091 8.49215  0.07
H53 -2.65773 -3.34837 5.67676  0.10
H54 -2.47686 -5.06970 6.03483  0.11
H55 -0.55012 -4.47269 7.17464  0.08

=====

The calculation returns the following relative energy (zero: lowest compared OMol25 entry of this formula, charge and spin) values, one per record and in order: 60.1 0.0 kcal/mol.
The calculation returns the following calculated total energy values, one per record and in order: -112509.1730 -66872.9002 eV.
The calculation returns the following HOMO energy values, one per record and in order: -4.4 -8.3 eV.